1.
{"formula": "C21H27N3O6", "method": "ωB97M-V with the def2-TZVPD basis set", "lumo_energy_ev": 0.543, "max_force_ev_per_a": 0.49, "de_lowest_kj_mol": 0.0, "orbital_gap_ha": 0.3242, "total_energy_ev": -38972.898, "elements": ["C", "C", "C", "C", "C", "C", "C", "O", "C", "C", "C", "O", "O", "C", "C", "O", "C", "C", "N", "N", "C", "C", "C", "C", "C", "O", "N", "C", "C", "O", "H", "H", "H", "H", "H", "H", "H", "H", "H", "H", "H", "H", "H", "H", "H", "H", "H", "H", "H", "H", "H", "H", "H", "H", "H", "H", "H"], "xyz": [[5.0530, -1.7731, 1.0098], [5.8601, -1.8093, -0.2501], [7.1892, -1.4315, -0.2844], [7.9161, -1.4658, -1.4649], [7.3039, -1.8831, -2.6294], [5.9719, -2.2684, -2.6221], [5.2474, -2.2359, -1.4394], [3.9383, -2.6031, -1.3192], [3.2049, -2.9342, -2.4755], [1.7620, -3.1696, -2.0272], [1.2383, -1.8861, -1.4132], [1.0854, -0.8551, -2.0138], [1.0196, -2.0360, -0.1079], [0.4980, -0.9018, 0.5621], [-0.9376, -0.6585, 0.1260], [-1.4710, -1.4785, -0.6190], [-1.5931, 0.5434, 0.5946], [-2.8702, 0.8746, 0.1061], [-3.5020, 0.0486, -0.7214], [-3.4730, 2.0377, 0.4816], [-4.8112, 2.3808, 0.0206], [-5.9170, 1.5830, 0.7294], [-5.8468, 1.8009, 2.2384], [-7.2712, 2.0264, 0.1816], [-2.8663, 2.9605, 1.3395], [-3.4104, 4.0065, 1.6126], [-1.6494, 2.6002, 1.8345], [-0.9931, 3.5132, 2.7567], [-0.9483, 1.4235, 1.5373], [0.1191, 1.2357, 2.0881], [5.6483, -1.4077, 1.8423], [4.6799, -2.7688, 1.2448], [4.1856, -1.1279, 0.8792], [7.6645, -1.1014, 0.6283], [8.9533, -1.1667, -1.4709], [7.8578, -1.9141, -3.5559], [5.5118, -2.5925, -3.5427], [3.6084, -3.8421, -2.9461], [3.2327, -2.1084, -3.1993], [1.7245, -3.9613, -1.2814], [1.1500, -3.4295, -2.8902], [0.5483, -1.1125, 1.6308], [1.1029, -0.0159, 0.3449], [-4.3588, 0.2962, -1.1802], [-2.9489, -0.7790, -0.9874], [-4.9418, 3.4413, 0.2503], [-4.8678, 2.2594, -1.0652], [-5.7888, 0.5132, 0.5305], [-5.8965, 2.8616, 2.4715], [-4.9191, 1.4044, 2.6456], [-6.6749, 1.2965, 2.7299], [-7.3272, 1.8752, -0.8945], [-8.0705, 1.4570, 0.6481], [-7.4347, 3.0809, 0.3897], [-1.6404, 4.3728, 2.9051], [-0.0353, 3.8229, 2.3401], [-0.8104, 3.0016, 3.7010]], "forces_ev_per_a": [[-0.012, -0.024, -0.066], [-0.186, -0.057, -0.042], [-0.092, -0.041, -0.071], [0.138, 0.014, -0.112], [0.118, 0.040, 0.050], [-0.327, -0.111, -0.068], [0.263, 0.094, 0.084], [0.144, 0.084, 0.223], [-0.289, -0.157, -0.359], [0.381, 0.288, 0.130], [0.133, -0.255, -0.381], [0.022, 0.076, -0.007], [-0.082, -0.200, 0.350], [0.163, 0.151, -0.108], [0.128, 0.089, 0.151], [0.002, -0.105, -0.022], [-0.130, -0.037, -0.066], [0.390, -0.185, 0.161], [-0.095, 0.039, -0.165], [-0.089, 0.018, -0.136], [-0.466, -0.045, 0.014], [-0.027, 0.167, 0.025], [0.040, -0.114, -0.205], [0.260, -0.175, 0.016], [0.075, -0.038, -0.096], [-0.148, 0.151, 0.065], [0.208, 0.114, 0.188], [0.118, 0.215, 0.220], [-0.392, -0.094, -0.225], [0.139, 0.008, 0.079], [0.025, 0.018, 0.059], [-0.076, -0.035, 0.101], [-0.095, 0.029, 0.083], [0.015, 0.027, 0.106], [0.087, 0.026, -0.007], [0.040, 0.000, -0.074], [-0.069, -0.030, -0.063], [-0.032, 0.142, 0.049], [0.040, -0.110, 0.081], [-0.014, -0.064, -0.096], [-0.020, 0.021, 0.021], [0.028, 0.045, -0.158], [-0.100, -0.187, 0.112], [0.017, 0.040, 0.075], [-0.109, 0.090, 0.036], [0.009, -0.196, -0.158], [0.039, 0.039, 0.029], [-0.007, 0.062, -0.006], [-0.013, 0.132, 0.059], [0.072, -0.015, 0.126], [-0.057, -0.063, 0.081], [-0.072, 0.014, -0.137], [-0.113, -0.026, 0.022], [-0.058, 0.160, 0.016], [0.083, -0.093, -0.011], [-0.033, -0.001, 0.064], [0.024, 0.064, -0.041]]}


2.
{"formula": "C21H27N3O6S", "method": "ωB97M-V with the def2-TZVPD basis set", "lumo_energy_ev": -0.071, "max_force_ev_per_a": 1.14, "de_lowest_kj_mol": 33.8, "orbital_gap_ha": 0.3165, "total_energy_ev": -49806.700, "elements": ["C", "C", "O", "C", "O", "C", "C", "C", "C", "N", "C", "O", "C", "C", "N", "C", "C", "C", "C", "C", "S", "O", "O", "N", "C", "C", "C", "C", "C", "O", "C", "H", "H", "H", "H", "H", "H", "H", "H", "H", "H", "H", "H", "H", "H", "H", "H", "H", "H", "H", "H", "H", "H", "H", "H", "H", "H", "H"], "xyz": [[1.9033, -1.8342, 1.7652], [2.1075, -2.5010, 0.4165], [0.8473, -2.9787, -0.0538], [0.6869, -3.1208, -1.3744], [1.5500, -2.8814, -2.1782], [-0.7308, -3.5668, -1.6646], [-0.8729, -4.3804, -2.9557], [-0.6993, -3.5140, -4.2026], [-1.6174, -2.2940, -4.1394], [-1.3213, -1.5481, -2.9314], [-0.4655, -0.5074, -3.0301], [-0.1104, -0.0562, -4.1068], [0.0816, 0.1083, -1.7757], [1.4170, 0.3506, -1.8036], [2.1154, 0.9666, -0.8239], [3.5432, 1.1368, -0.9634], [1.4562, 1.4256, 0.2908], [2.1383, 2.0646, 1.3391], [1.4547, 2.4970, 2.4528], [0.0833, 2.3017, 2.5472], [-0.7834, 2.8014, 4.0321], [-1.2499, 1.6256, 4.7051], [0.0594, 3.7076, 4.7654], [-2.1142, 3.5860, 3.3661], [-3.2961, 3.5779, 4.1982], [-1.7545, 4.8778, 2.8334], [-0.6076, 1.6883, 1.5333], [0.0608, 1.2477, 0.3891], [-0.7288, 0.5916, -0.6728], [-1.9453, 0.4846, -0.5963], [-1.6114, -2.2994, -1.7413], [1.1977, -1.0114, 1.6830], [2.8511, -1.4545, 2.1361], [1.5084, -2.5525, 2.4778], [2.5167, -1.8072, -0.3260], [2.7898, -3.3547, 0.5009], [-1.0618, -4.1572, -0.8057], [-1.8695, -4.8294, -2.9625], [-0.1386, -5.1879, -2.9634], [0.3332, -3.1694, -4.2624], [-0.9212, -4.1010, -5.0945], [-2.6688, -2.5956, -4.1159], [-1.4453, -1.6367, -4.9923], [1.9834, 0.0243, -2.6650], [3.8061, 2.1963, -0.9666], [4.0723, 0.6392, -0.1479], [3.8646, 0.6977, -1.9051], [3.2023, 2.2225, 1.2843], [1.9598, 2.9925, 3.2667], [-3.3591, 2.5952, 4.6588], [-4.1733, 3.7475, 3.5733], [-3.2549, 4.3422, 4.9827], [-1.5264, 5.5983, 3.6271], [-0.8712, 4.7531, 2.2096], [-2.5749, 5.2541, 2.2233], [-1.6736, 1.5384, 1.6011], [-2.6614, -2.6071, -1.7888], [-1.4812, -1.6937, -0.8485]], "forces_ev_per_a": [[-0.147, -0.271, -0.355], [0.441, 0.261, 0.053], [-0.195, 0.015, 0.367], [-0.230, -0.233, 0.004], [0.138, -0.028, -0.157], [-0.137, 0.007, -0.119], [0.312, 0.126, 0.001], [-0.181, 0.015, 0.012], [0.194, -0.012, -0.495], [-0.221, -0.058, -0.138], [-0.067, 0.269, 0.207], [0.246, 0.019, -0.257], [-0.040, 0.055, 0.054], [-0.326, -0.165, -0.091], [-0.079, -0.090, -0.218], [0.391, 0.086, 0.012], [-0.506, 0.166, 0.455], [0.035, -0.042, -0.027], [0.054, 0.044, 0.038], [-0.312, 0.224, 0.365], [-0.124, -0.029, -0.332], [-0.249, -0.064, -0.109], [0.023, 0.096, -0.266], [0.879, -0.662, 0.280], [-0.211, -0.204, 0.361], [0.180, 0.386, -0.138], [0.054, -0.090, -0.161], [0.126, 0.123, 0.227], [0.140, -0.046, -0.123], [-0.007, 0.028, -0.002], [0.177, -0.196, 0.529], [-0.043, 0.099, 0.016], [0.111, 0.051, 0.062], [-0.020, -0.037, 0.143], [-0.017, -0.127, 0.138], [-0.065, 0.121, -0.084], [0.021, 0.069, -0.058], [-0.012, -0.045, 0.042], [-0.069, -0.079, 0.010], [-0.031, -0.004, -0.090], [0.011, -0.010, -0.050], [-0.008, 0.024, 0.005], [-0.128, -0.109, 0.098], [0.065, 0.038, 0.003], [0.025, -0.035, 0.015], [0.011, 0.022, -0.029], [-0.056, 0.008, 0.053], [0.108, 0.014, -0.012], [0.158, 0.065, 0.042], [-0.246, 0.049, 0.060], [0.042, 0.000, 0.002], [-0.034, -0.003, -0.014], [-0.025, 0.013, -0.064], [0.000, 0.210, -0.131], [0.017, -0.039, -0.034], [-0.123, -0.042, -0.086], [0.061, 0.049, 0.087], [-0.113, -0.034, -0.098]]}


3.
{"formula": "C21H27N5O2S", "method": "ωB97M-V with the def2-TZVPD basis set", "lumo_energy_ev": 0.046, "max_force_ev_per_a": 18.57, "de_lowest_kj_mol": 2199.3, "orbital_gap_ha": 0.2798, "total_energy_ev": -44575.217, "elements": ["C", "C", "C", "N", "C", "C", "N", "C", "O", "C", "C", "C", "C", "C", "C", "C", "N", "N", "C", "S", "C", "C", "O", "N", "C", "C", "C", "C", "C", "H", "H", "H", "H", "H", "H", "H", "H", "H", "H", "H", "H", "H", "H", "H", "H", "H", "H", "H", "H", "H", "H", "H", "H", "H", "H", "H"], "xyz": [[1.1526, 2.3839, -1.7692], [0.4293, 1.6356, -2.5735], [-0.3201, 0.5356, -2.1030], [-0.0150, -0.0064, -0.7898], [-0.4677, 0.5326, 0.3379], [-1.5642, 1.5553, 0.5874], [-2.7613, 0.8562, 0.8905], [-3.7136, 0.8424, -0.1005], [-3.5242, 1.0826, -1.3673], [-4.8817, -0.2331, 0.1927], [-5.5858, 0.5257, 1.4393], [-6.7975, -0.1754, 1.6760], [-7.3370, -1.2903, 1.2377], [-6.5328, -1.9102, 0.0748], [-5.4240, -1.2094, -0.3226], [-4.5338, -1.5995, -1.6410], [0.1315, -0.2182, 1.5713], [1.0063, -1.0578, 0.8910], [0.9126, -1.0722, -0.6060], [1.7679, -1.8539, -1.5919], [2.6063, -2.8836, -0.6409], [3.6610, -2.5624, 0.3065], [4.1333, -3.2242, 1.1751], [4.1092, -0.9719, 0.1265], [4.9236, -0.4092, 1.2518], [5.9748, 0.3963, 0.2093], [5.5703, 1.9122, 0.6813], [4.1385, 1.9420, 0.7961], [4.2439, 0.4888, 1.7779], [1.7224, 3.1681, -2.1578], [1.3555, 2.2731, -0.6068], [0.1427, 1.7990, -3.5064], [-1.5292, 0.7169, -2.1082], [-0.1313, -0.3331, -2.8603], [-1.5648, 2.3406, -0.2243], [-1.3335, 2.0842, 1.6756], [-2.9488, 0.2950, 1.7985], [-5.1536, 1.3301, 1.9171], [-7.3317, 0.4021, 2.4095], [-8.2493, -1.6829, 1.5934], [-6.9546, -2.4915, -0.4568], [-3.6935, -2.0350, -1.1460], [-5.2378, -2.5242, -2.1307], [-4.5869, -0.8289, -2.1578], [3.0101, -3.7527, -1.3911], [1.8836, -3.4531, 0.0525], [3.5940, -0.6285, -0.7741], [5.3838, -1.1198, 1.6144], [5.7844, 0.2423, -0.7724], [7.0790, 0.0021, 0.6657], [6.2353, 2.1645, 1.2877], [5.8583, 2.3083, -0.4111], [4.1432, 2.7310, 1.3879], [3.6800, 1.6921, 0.0340], [3.1097, 0.4049, 1.7850], [4.4310, 0.8839, 2.7649]], "forces_ev_per_a": [[1.096, -0.033, 2.477], [0.964, 0.666, 4.403], [-4.294, -4.163, -0.671], [1.231, -0.993, -0.983], [1.495, -2.166, 5.519], [2.846, 1.352, 2.938], [-3.308, -0.033, -0.591], [0.335, -5.779, -4.945], [-0.141, 0.972, 4.808], [2.997, 14.399, 10.430], [-0.831, -7.508, -5.773], [1.822, 5.927, 3.936], [3.181, -3.974, -5.748], [1.517, 9.681, 10.152], [-0.747, -7.373, -7.010], [-5.302, -10.020, 5.507], [0.155, 1.214, -8.522], [-0.674, -0.939, -1.753], [-6.958, 8.041, 12.785], [2.786, -1.093, -8.775], [0.634, -7.515, 1.359], [2.526, 7.070, 0.555], [-0.174, -0.452, -0.338], [-3.120, -7.232, -1.493], [2.538, -1.290, -15.110], [2.930, 0.776, 8.105], [-0.263, -4.258, -12.944], [6.523, -3.847, 8.290], [-11.931, 12.458, 6.877], [0.616, 1.353, -0.639], [-0.779, -0.384, -2.637], [-0.218, 1.422, -4.326], [2.808, -0.246, -0.223], [-0.618, 1.206, 1.264], [-0.796, -0.991, 0.958], [0.200, -0.984, -3.043], [0.713, 1.586, -2.301], [0.312, 1.655, 0.951], [-0.846, -0.210, 0.654], [-0.787, -0.370, 0.166], [-4.987, -8.269, -6.751], [1.114, 0.106, -0.777], [2.329, 2.442, 0.901], [0.713, 6.670, -5.095], [-0.828, 1.997, 1.770], [0.719, 0.562, -1.030], [1.876, 0.154, 2.731], [4.264, -6.889, 4.306], [-0.269, -0.920, -2.775], [-2.556, 1.469, -2.011], [4.760, 2.866, 5.903], [-0.028, 0.576, 2.218], [-2.663, 3.894, 2.507], [-4.820, -1.398, -7.222], [1.236, -1.118, 0.591], [0.699, -0.071, 0.428]]}


4.
{"formula": "C21H27N7O7", "method": "ωB97M-V with the def2-TZVPD basis set", "lumo_energy_ev": 0.102, "max_force_ev_per_a": 8.73, "orbital_gap_ha": 0.3417, "total_energy_ev": -46976.483, "elements": ["N", "O", "O", "O", "O", "N", "N", "O", "O", "O", "C", "C", "C", "C", "C", "C", "C", "C", "C", "C", "C", "C", "N", "N", "N", "N", "C", "C", "C", "C", "C", "C", "C", "C", "C", "H", "H", "H", "H", "H", "H", "H", "H", "H", "H", "H", "H", "H", "H", "H", "H", "H", "H", "H", "H", "H", "H", "H", "H", "H", "H", "H"], "xyz": [[-1.8010, -5.5449, 6.1196], [2.9234, -2.2203, -0.0358], [-1.1795, -0.7655, 0.3228], [0.6952, 4.8940, -4.1005], [-1.9438, 2.5221, -3.0032], [-1.5960, -4.3342, 3.9551], [-1.7011, -4.9546, 5.0618], [-5.5944, -0.8242, 4.9817], [-2.4497, -0.9328, 3.0153], [-4.3171, -3.5891, 4.2383], [1.9087, -2.1526, 0.6301], [-0.2790, -1.3382, 0.9051], [1.6496, 4.3461, -3.5695], [-0.8698, 2.7641, -2.4645], [1.8043, -2.8460, 1.8846], [0.6521, -2.7298, 2.6204], [4.1399, -1.0926, -4.4888], [3.0069, -0.7247, -5.2345], [4.1911, -0.8201, -3.1110], [1.9238, -0.0913, -4.6008], [3.1137, -0.1736, -2.4799], [1.9730, 0.1885, -3.2220], [0.8977, -1.3436, 0.2191], [-0.8748, 3.4674, -1.3237], [-0.4228, -1.9475, 2.1522], [1.6024, 3.1182, -3.0561], [2.9685, 5.0732, -3.4575], [0.2422, 3.8334, -0.4534], [-4.4352, -0.2569, 4.3464], [-1.7859, -2.1560, 2.6699], [-1.9154, -2.8908, 4.0154], [-3.7028, -1.3499, 3.5707], [-3.3506, -2.5485, 4.4548], [0.7925, 0.8651, -2.5484], [0.4255, 2.2405, -3.1278], [-6.1362, -0.1267, 5.3956], [-5.2096, -3.2546, 4.4500], [2.6443, -3.4461, 2.2127], [0.6040, -3.2677, 3.5633], [4.9681, -1.5910, -4.9727], [2.9633, -0.9386, -6.2931], [5.0533, -1.1184, -2.5306], [1.0485, 0.1738, -5.1769], [3.1625, 0.0238, -1.4187], [0.8494, -1.1071, -0.7602], [-1.7991, 3.7431, -1.0304], [2.4483, 2.7301, -2.6730], [3.7369, 4.5072, -3.9805], [3.2330, 5.1849, -2.4082], [2.8647, 6.0563, -3.9153], [0.7615, 4.6991, -0.8672], [0.9383, 3.0005, -0.3505], [-0.1361, 4.0926, 0.5365], [-4.7333, 0.5369, 3.6528], [-3.7686, 0.1811, 5.0967], [-2.3620, -2.6988, 1.9101], [-1.2293, -2.4115, 4.7215], [-4.3541, -1.6730, 2.7498], [-3.3439, -2.2739, 5.5154], [-0.0732, 0.2079, -2.6471], [0.9979, 0.9760, -1.4835], [0.1799, 2.1090, -4.1821]], "forces_ev_per_a": [[0.818, 4.002, -7.719], [0.393, -0.232, -0.449], [-1.018, -0.244, 0.914], [-0.187, -0.423, 0.156], [0.565, -0.307, -0.124], [-0.176, -1.557, 1.959], [-0.802, -1.943, 5.139], [0.212, 0.026, -0.170], [0.278, 0.178, -0.256], [0.619, -0.040, 0.134], [2.538, -0.142, -0.644], [-2.155, 1.388, -1.625], [-0.296, 1.631, -0.805], [-0.829, -0.064, -1.028], [-2.230, 0.135, 1.573], [1.558, -0.033, -1.103], [-0.607, 0.407, 0.537], [-0.111, 0.219, 0.923], [-0.651, 0.175, -0.584], [0.940, -0.387, 0.299], [-0.025, -0.129, -1.066], [0.425, 0.010, -0.158], [0.227, -1.241, 1.630], [0.746, 0.308, 1.154], [0.623, -0.558, 0.754], [-0.398, -1.334, 0.782], [-0.039, -0.098, -0.024], [-0.213, -0.029, -0.517], [0.079, 0.705, -0.097], [-0.400, 0.088, 0.172], [0.287, -0.847, 0.331], [0.009, 0.029, 0.203], [-1.372, -0.177, 0.014], [0.129, -0.133, -0.091], [0.458, 0.181, 0.017], [0.566, -0.404, -0.405], [0.709, 0.086, 0.008], [-0.186, 0.178, -0.057], [-0.560, 0.335, -0.198], [0.027, -0.010, -0.013], [-0.014, 0.001, -0.038], [-0.002, 0.006, 0.020], [-0.079, 0.035, -0.028], [-0.032, -0.002, 0.078], [-0.032, 0.255, 0.030], [0.024, -0.076, -0.130], [0.037, -0.080, -0.009], [0.210, 0.013, 0.086], [0.220, 0.002, 0.069], [-0.018, -0.158, 0.068], [0.166, -0.004, 0.153], [0.015, 0.098, 0.060], [-0.039, -0.092, -0.133], [0.058, -0.051, 0.053], [0.063, -0.072, -0.021], [0.000, 0.177, -0.084], [-0.047, 0.109, -0.040], [0.031, -0.230, 0.101], [-0.038, 0.003, -0.094], [-0.206, 0.174, 0.063], [0.013, 0.002, 0.152], [-0.282, 0.139, 0.077]]}


> What is the formula in the second record?

C21H27N3O6S